No. 1
ORCA calculation (ωB97M-V/def2-TZVPD) on a structure of composition C26H29N5O2ReSTe.

Element x y z (Å)
Re  0.622  0.113  -0.253
Te  -1.238  0.239  1.572
S  1.269  0.294  3.745
O  1.585  0.034  -2.338
O  1.476  -1.372  0.700
N  -0.726  -2.472  -0.746
N  -0.519  4.150  -1.211
N  -0.278  -1.366  -1.215
N  0.022  1.878  -1.175
N  0.987  3.307  0.359
C  -0.377  -1.221  -2.642
C  -1.111  -5.868  2.627
C  0.777  -4.286  2.626
C  1.183  1.097  5.247
C  0.153  3.116  -0.703
C  1.428  -3.197  2.149
C  2.851  0.553  -2.795
C  0.846  -2.438  1.105
C  -0.016  5.527  -1.143
C  -2.866  -5.630  1.009
C  -0.306  0.818  3.308
C  -2.258  -4.515  0.475
C  0.666  -0.517  -3.233
C  -1.053  -4.053  1.010
C  -2.297  -6.311  2.092
C  -0.272  -0.981  -5.377
C  -1.642  3.933  -2.118
C  2.000  2.313  0.599
C  -1.327  -1.664  -4.785
C  -1.375  -1.798  -3.408
C  0.733  -0.404  -4.611
C  -0.475  -4.737  2.092
C  -0.015  1.723  5.426
C  0.557  4.088  1.529
C  -0.882  1.554  4.316
C  -0.370  -2.872  0.486
H  -2.103  -2.103  -5.395
H  -0.486  1.815  -2.049
H  0.963  5.547  -0.678
H  2.016  1.055  5.932
H  1.563  1.349  1.016
H  -0.654  -6.387  3.459
H  2.638  2.180  -0.272
H  2.806  0.841  -3.837
H  -0.220  -0.895  -6.454
H  1.215  -4.848  3.443
H  -1.308  3.772  -3.146
H  1.293  4.852  1.776
H  0.073  5.915  -2.157
H  -2.271  4.820  -2.100
H  1.545  0.103  -5.106
H  3.061  1.439  -2.202
H  -2.164  -2.353  -2.921
H  -2.712  -3.993  -0.356
H  -2.787  -7.182  2.502
H  -3.797  -5.983  0.587
H  0.433  3.415  2.381
H  -0.272  2.276  6.316
H  2.649  2.625  1.415
H  -0.702  6.162  -0.583
H  -2.244  3.089  -1.786
H  -1.882  1.961  4.263
H  2.373  -2.866  2.555
H  3.618  -0.203  -2.644
H  -0.397  4.563  1.327

Values from the calculation:
Multiplicity   2
Expectation value of S²   1.2301
HOMO energy (alpha / beta)   -13.0645 / -13.2474 eV
Strongest force on any atom   0.527 eV/Å
Charge   +2

***

No. 2
ORCA calculation (ωB97M-V/def2-TZVPD) on a structure of composition C27H58CrNP3 in a non-equilibrium geometry.

Element x y z (Å)
Cr  -1.343  -1.304  0.541
P  -0.142  5.148  0.570
P  0.515  4.490  -3.049
P  0.233  -2.718  -0.786
N  0.169  -1.133  -0.333
C  -1.306  -3.090  -1.781
C  0.823  6.078  -0.676
C  -1.143  -4.415  -2.537
C  0.472  5.531  2.198
C  0.125  3.156  -1.422
C  -2.517  -3.184  -0.824
C  2.204  4.489  -3.664
C  2.248  -4.256  -1.984
C  0.032  -5.211  0.492
C  -0.797  -3.202  1.775
C  0.316  6.048  -2.142
C  1.539  -2.149  -3.146
C  1.792  -2.802  -1.785
C  0.029  1.699  -1.936
C  1.422  2.916  0.659
C  2.875  -1.991  -1.066
C  -1.608  -1.966  -2.797
C  -0.604  4.069  -4.367
C  1.652  -3.573  1.466
C  -1.848  0.359  1.584
C  1.200  1.390  -2.830
C  3.030  2.043  -1.173
C  2.145  1.789  0.102
C  0.193  3.484  0.103
C  0.285  -3.727  0.786
C  -1.839  5.691  0.398
C  2.487  1.473  -2.441
H  3.752  -1.895  -1.723
H  -0.343  -4.381  -3.285
H  2.199  5.147  -4.545
H  -1.931  6.674  0.881
H  3.206  -2.456  -0.134
H  -0.737  6.358  -2.233
H  4.009  1.559  -0.993
H  -1.400  -0.964  -2.396
H  1.911  -2.521  1.651
H  2.523  3.485  -3.968
H  -2.125  5.796  -0.658
H  2.506  -0.985  -0.839
H  -1.934  1.194  0.871
H  1.860  5.710  -0.604
H  0.859  -2.728  -3.781
H  -1.092  0.595  2.354
H  -1.058  -2.090  -3.738
H  -2.824  0.143  2.057
H  -1.006  -5.415  0.207
H  2.499  -2.078  -3.680
H  -2.504  -4.114  -0.241
H  -0.510  -3.596  2.757
H  0.706  -5.617  -0.274
H  -0.680  2.942  0.544
H  -2.519  4.989  0.898
H  1.550  5.335  2.266
H  1.511  0.896  -0.054
H  -0.803  -2.077  1.996
H  -0.967  -5.262  -1.868
H  1.481  -4.881  -2.458
H  -0.901  1.584  -2.519
H  2.569  -4.731  -1.049
H  -0.260  4.596  -5.270
H  1.159  -1.125  -3.029
H  0.905  6.768  -2.730
H  1.178  3.490  -1.709
H  -0.839  3.634  -1.745
H  -3.401  -3.274  -1.474
H  0.826  7.119  -0.322
H  3.253  1.119  -3.142
H  2.910  4.894  -2.925
H  0.291  6.598  2.393
H  1.602  -4.067  2.449
H  -2.679  -2.002  -3.044
H  -0.063  4.938  2.952
H  0.950  1.008  -3.827
H  -2.728  -2.276  -0.184
H  1.716  3.260  1.653
H  3.292  3.117  -1.252
H  -1.792  -3.636  1.625
H  0.223  -5.773  1.418
H  3.119  -4.243  -2.658
H  -0.603  2.989  -4.572
H  -1.628  4.401  -4.140
H  -0.065  0.987  -1.101
H  2.854  1.494  0.897
H  -2.083  -4.609  -3.074
H  2.472  -4.055  0.919

Values from the calculation:
Multiplicity   5
Expectation value of S²   6.0390
HOMO energy (alpha / beta)   -3.7612 / -3.7633 eV
Strongest force on any atom   4.764 eV/Å

***

No. 3
ORCA calculation (ωB97M-V/def2-TZVPD) on a structure of composition C5H3AuBiCl2NO3 in a non-equilibrium geometry.

Element x y z (Å)
Bi  1.351  1.210  0.625
Au  -0.211  -1.109  -3.521
Cl  -1.193  -1.955  -1.686
Cl  -0.770  2.674  0.084
O  1.053  1.442  -4.670
O  1.428  -1.980  -6.051
O  2.421  3.921  1.934
N  -0.056  0.102  2.170
C  -1.602  -1.219  3.790
C  0.804  -1.584  -5.166
C  0.621  0.419  -4.371
C  -0.760  -0.504  2.868
C  2.336  2.772  1.944
H  -0.990  -1.977  4.317
H  -2.023  -0.493  4.513
H  -2.409  -1.719  3.220

Values from the calculation:
Multiplicity   3
Expectation value of S²   2.0063
HOMO energy (alpha / beta)   -24.5322 / -24.5318 eV
Strongest force on any atom   8.989 eV/Å
Charge   +4

***

No. 4
ORCA calculation (ωB97M-V/def2-TZVPD) on a structure of composition C21H64AsF6N14O9 in a non-equilibrium geometry.

Element x y z (Å)
As  -1.482  1.325  0.181
F  0.073  0.707  -0.371
F  -2.059  -0.331  0.207
F  -2.207  1.439  -1.471
F  -3.088  1.855  0.798
F  -0.841  1.258  1.858
F  -0.795  3.014  0.016
O  -1.976  -1.771  -4.222
O  -4.388  6.531  1.768
O  -2.243  -0.966  5.749
O  2.442  2.879  -2.516
O  -1.654  6.174  3.908
O  -4.063  -4.100  2.427
O  3.741  3.293  1.663
O  0.149  -4.695  -0.402
O  3.785  -5.029  1.556
N  -0.406  4.508  3.064
N  -2.908  5.444  0.554
N  -0.309  -0.806  4.641
N  5.008  -2.893  0.102
N  -4.951  -0.570  1.715
N  -4.589  4.371  1.489
N  4.040  0.835  -2.694
N  0.567  6.435  3.650
N  2.153  1.841  2.381
N  2.463  2.171  0.284
N  -1.406  -3.568  -1.508
N  -0.361  -2.604  0.208
N  -2.133  -0.142  3.752
N  1.386  -0.008  -4.747
C  1.353  3.759  -2.874
C  3.135  -4.062  0.739
C  2.854  2.487  1.486
C  -4.029  5.508  1.229
C  4.541  2.125  -2.291
C  3.769  -2.685  0.792
C  3.705  3.165  -3.135
C  -5.122  -2.001  1.542
C  6.090  2.182  -2.580
C  1.029  -2.048  -3.611
C  -2.933  -4.726  3.118
C  -1.014  -0.689  -4.350
C  -5.636  -2.160  0.086
C  -0.546  -3.662  -0.529
C  3.002  -1.675  0.029
C  -0.543  5.709  3.554
C  -3.279  -1.317  -4.352
C  3.035  -6.237  1.573
C  -1.606  -0.676  4.782
C  0.445  -1.097  -4.593
C  -3.862  -2.765  2.175
H  1.492  0.373  -3.817
H  -5.845  -0.117  1.841
H  2.062  -6.237  2.064
H  1.108  0.829  -5.239
H  6.197  2.288  -3.660
H  2.991  -4.366  -0.298
H  0.489  4.315  2.637
H  3.776  -2.339  1.826
H  -4.000  -2.058  -4.006
H  -1.240  3.949  2.957
H  3.756  3.085  -4.221
H  2.957  2.460  -0.548
H  -5.655  -3.222  -0.161
H  6.732  1.362  -2.257
H  -1.115  0.201  -3.729
H  2.004  -1.400  0.368
H  -5.972  -2.324  2.142
H  -0.712  -1.751  -0.204
H  -2.105  -4.874  2.426
H  5.548  -2.045  0.195
H  4.304  0.165  -1.986
H  1.275  3.728  -3.961
H  0.019  -0.621  3.703
H  -3.311  -5.716  3.371
H  0.450  -2.917  -3.299
H  -5.008  -1.715  -0.685
H  -2.317  6.262  0.502
H  2.999  -6.517  0.520
H  1.410  4.813  -2.605
H  -2.869  -2.626  1.749
H  0.307  -2.603  0.965
H  -3.480  -1.074  -5.396
H  -2.622  -4.158  3.995
H  -3.888  -2.289  3.155
H  -3.459  -0.410  -3.775
H  4.414  2.408  -1.246
H  0.534  -1.603  -5.555
H  -4.408  -0.241  0.929
H  -6.563  -1.628  -0.130
H  2.897  -1.965  -1.017
H  3.686  -0.827  0.063
H  3.035  0.911  -2.751
H  -3.103  0.026  3.976
H  1.261  1.409  2.189
H  4.002  4.188  -2.904
H  0.396  3.430  -2.469
H  0.328  -1.167  5.336
H  2.154  -3.794  1.130
H  2.031  -2.341  -3.923
H  0.580  7.418  3.882
H  1.346  6.205  3.050
H  2.661  1.623  3.227
H  -1.565  0.316  3.053
H  6.528  3.121  -2.243
H  -1.363  -4.360  -2.133
H  -5.234  4.460  2.261
H  5.451  -3.727  0.460
H  1.277  -1.608  -2.646
H  1.631  1.635  0.083
H  -1.202  -0.287  -5.345
H  -2.647  4.571  0.118
H  3.646  -7.030  2.004
H  -4.367  3.507  1.015
H  -2.027  -2.834  -1.817

Values from the calculation:
HOMO energy   -7.0049 eV
Strongest force on any atom   5.436 eV/Å
Charge   -1

***

No. 5
ORCA calculation (ωB97M-V/def2-TZVPD) on a structure of composition C53H44As2N4O6PbSSe in a non-equilibrium geometry.

Element x y z (Å)
Pb  -0.802  -0.412  -0.018
Se  -3.032  -0.194  -2.200
As  1.924  -0.403  2.765
As  -0.357  3.343  -1.384
S  1.005  1.627  -1.722
O  -1.698  0.821  -1.981
O  2.136  -1.809  0.414
O  -1.560  1.892  0.553
O  -2.911  -0.944  -3.635
O  -4.408  0.632  -1.945
O  -2.718  -1.266  -0.929
N  -1.723  -0.536  2.368
N  -1.708  0.128  4.443
N  0.026  -2.568  -1.869
N  1.999  -4.053  0.122
C  2.695  -2.881  0.237
C  4.053  -2.198  3.040
C  1.755  1.955  6.894
C  -3.949  4.110  2.211
C  4.197  -3.005  0.178
C  -0.193  -4.898  -2.324
C  -2.383  2.364  1.490
C  -1.790  3.939  -2.495
C  2.005  -3.226  3.811
C  4.067  -4.471  3.840
C  -1.573  5.158  -3.133
C  0.994  4.612  2.345
C  2.101  2.986  -2.025
C  -1.364  -1.597  3.181
C  0.176  5.706  2.625
C  0.795  3.877  1.187
C  0.076  -3.844  -1.469
C  -0.824  6.071  1.736
C  1.889  0.490  4.517
C  1.923  5.364  -2.258
C  -0.270  -2.315  -3.145
C  -2.962  3.216  -2.673
C  5.991  -0.786  2.128
C  6.412  0.419  1.580
C  2.543  0.034  5.661
C  2.676  -2.127  3.289
C  4.169  1.283  1.724
C  3.752  0.083  2.282
C  1.152  1.672  4.582
C  3.305  5.407  -2.435
C  -3.759  4.973  -4.118
C  -0.513  -4.622  -3.648
C  4.655  -0.959  2.480
C  -0.207  4.261  0.303
C  -3.181  3.501  1.241
C  -0.547  -3.311  -4.070
C  -3.947  3.745  -3.495
C  0.544  -4.079  -0.041
C  1.319  4.133  -2.085
C  -3.985  3.605  3.505
C  5.504  1.455  1.378
C  -3.279  2.450  3.762
C  4.742  -3.375  3.318
C  2.701  -4.397  4.090
C  4.068  4.240  -2.395
C  -2.576  5.680  -3.937
C  -1.357  -1.201  4.477
C  -1.018  5.348  0.563
C  2.476  0.766  6.842
C  1.091  2.409  5.761
C  -1.941  0.499  3.155
C  -2.498  1.808  2.792
C  3.475  3.000  -2.174
H  3.792  6.362  -2.590
H  -1.781  5.653  -0.142
H  5.142  4.298  -2.530
H  4.608  -5.383  4.057
H  2.177  -5.252  4.501
H  0.601  2.012  3.710
H  -1.111  -1.715  5.394
H  -4.532  5.375  -4.764
H  -0.641  5.690  -3.025
H  6.708  -1.587  2.275
H  4.066  2.093  -2.112
H  0.152  -3.303  0.615
H  0.190  -5.042  0.322
H  3.108  -0.890  5.634
H  1.712  2.525  7.816
H  4.635  -2.018  0.297
H  2.987  0.404  7.727
H  -0.327  -1.270  -3.435
H  -2.421  6.630  -4.434
H  -3.380  1.997  4.744
H  -4.536  4.986  1.952
H  -1.732  0.746  5.233
H  4.507  -3.434  -0.779
H  4.555  -3.656  0.981
H  -3.115  2.249  -2.213
H  0.943  -3.173  4.013
H  -1.161  -2.577  2.770
H  0.318  6.270  3.541
H  -4.854  3.172  -3.650
H  5.836  2.393  0.947
H  1.789  4.336  3.028
H  0.516  3.329  5.793
H  2.512  -4.877  -0.142
H  -4.586  4.070  4.278
H  7.452  0.552  1.308
H  3.463  2.087  1.559
H  5.809  -3.440  3.134
H  1.423  3.022  0.964
H  1.355  6.287  -2.250
H  -0.757  -5.426  -4.331
H  -1.463  6.919  1.951
H  -0.175  -5.918  -1.955
H  -3.174  3.903  0.249
H  -0.825  -3.042  -5.081

Values from the calculation:
HOMO energy   -7.4075 eV
Strongest force on any atom   1.051 eV/Å

***

Total energy? In order: -2176.3361, -3186.3068, -1741.4419, -5117.4778, -10180.4893 a.u..